1.
Entry from the OMol25 dataset: C24H45IN2O5S as an isolated structure (wB97M-V/def2-TZVPD).

XYZ file:
```
78
Properties=species:S:1:pos:R:3:forces:R:3
C -1.195 1.084 2.875 0.42 -0.10 -0.08
C -1.128 0.204 2.062 -0.15 0.07 0.12
C -1.043 -0.852 1.060 0.26 -0.27 0.32
C 0.066 -1.901 1.360 0.18 0.54 -0.14
C 1.201 -1.939 0.309 0.08 0.08 0.47
C 2.427 -1.215 0.796 -0.13 0.19 -0.19
C 2.408 0.215 0.872 0.05 -0.07 0.05
C 3.446 0.962 1.334 -0.17 -0.01 -0.11
C 3.344 2.457 1.409 -0.34 -0.03 0.24
C 3.777 3.059 2.759 -0.21 -0.05 -0.30
C 4.750 4.226 2.715 -0.03 -0.06 0.39
I 6.407 4.088 1.377 0.04 0.07 -0.05
C 4.597 0.236 1.752 -0.01 0.03 0.05
N 5.714 0.749 2.257 0.22 0.49 0.09
S 6.696 -0.462 2.568 0.07 -0.36 -0.01
N 5.783 -1.704 2.101 0.50 -0.14 0.20
C 4.637 -1.186 1.675 -0.15 0.02 -0.09
C 3.524 -1.903 1.185 -0.10 -0.38 -0.08
H -1.081 1.869 3.579 -0.25 0.21 0.10
H -0.844 -0.362 0.111 -0.13 -0.12 -0.30
H -1.998 -1.366 1.002 -0.21 0.11 -0.23
H 0.522 -1.642 2.310 -0.04 -0.12 0.24
H -0.373 -2.886 1.477 -0.13 -0.13 -0.08
H 0.871 -1.466 -0.613 -0.10 -0.16 -0.25
H 1.495 -2.966 0.119 -0.07 -0.13 -0.26
H 1.510 0.722 0.551 -0.17 0.11 -0.03
H 3.864 2.931 0.580 0.23 -0.03 -0.07
H 2.285 2.659 1.267 -0.10 0.26 -0.14
H 2.880 3.459 3.230 -0.11 0.04 0.19
H 4.130 2.274 3.416 0.27 -0.04 0.05
H 5.192 4.361 3.695 0.14 0.02 0.10
H 4.242 5.150 2.477 -0.02 0.17 -0.32
H 3.542 -2.979 1.118 0.10 -0.16 0.01
C -4.076 1.127 -1.692 0.01 -0.04 0.10
C -3.440 -0.121 -2.277 -0.36 -0.03 0.10
O -3.930 -1.303 -1.643 0.13 0.05 0.02
H -3.883 1.186 -0.620 0.05 0.00 0.00
H -3.693 2.031 -2.167 -0.01 -0.01 -0.02
H -5.159 1.102 -1.833 0.01 0.08 -0.10
H -2.364 -0.109 -2.129 0.03 -0.08 -0.03
H -3.631 -0.181 -3.353 0.09 0.08 -0.03
H -4.884 -1.346 -1.780 -0.02 -0.04 -0.02
C 5.470 -5.968 -1.630 -0.08 0.04 -0.05
C 4.860 -5.158 -0.502 -0.07 -0.12 -0.02
O 3.485 -4.855 -0.742 0.02 0.08 0.03
H 5.379 -5.430 -2.574 0.03 0.02 0.00
H 6.525 -6.168 -1.440 0.00 -0.01 0.01
H 4.955 -6.925 -1.742 0.04 -0.03 0.03
H 5.364 -4.198 -0.401 -0.02 0.03 0.03
H 4.959 -5.692 0.449 0.06 0.04 0.02
H 3.006 -5.685 -0.821 -0.01 -0.02 -0.01
C -0.527 -3.674 -4.173 0.07 0.08 -0.04
C -1.036 -2.540 -3.304 -0.11 -0.01 -0.14
O -0.894 -1.270 -3.943 0.12 -0.07 0.06
H 0.520 -3.515 -4.433 0.01 -0.01 0.03
H -0.620 -4.632 -3.659 -0.02 0.00 0.00
H -1.095 -3.731 -5.105 -0.04 -0.04 0.02
H -0.457 -2.477 -2.383 0.00 0.03 0.01
H -2.083 -2.701 -3.032 0.02 -0.02 0.08
H -1.407 -1.290 -4.756 0.00 0.01 -0.03
C -0.041 6.204 2.355 0.09 -0.11 0.05
C -1.248 5.611 3.053 0.05 0.00 0.13
O -0.910 4.489 3.869 0.02 0.00 -0.09
H 0.447 5.451 1.736 -0.01 -0.01 -0.04
H -0.327 7.044 1.721 -0.01 0.01 0.02
H 0.690 6.562 3.085 -0.02 0.05 -0.02
H -1.967 5.242 2.324 -0.03 -0.04 0.02
H -1.744 6.371 3.665 -0.05 0.02 -0.06
H -0.289 4.784 4.542 -0.01 0.01 0.01
C -8.898 1.350 -2.677 0.09 -0.04 -0.04
C -8.857 0.086 -1.839 0.07 0.09 0.03
O -7.546 -0.472 -1.775 0.04 -0.01 -0.05
H -8.545 1.146 -3.688 -0.03 -0.01 -0.01
H -9.912 1.749 -2.734 0.00 0.00 0.02
H -8.252 2.119 -2.248 -0.04 0.02 0.03
H -9.489 -0.685 -2.277 0.01 -0.04 0.01
H -9.221 0.287 -0.827 -0.07 -0.02 -0.02
H -6.972 0.186 -1.370 -0.01 0.00 0.07
```
Positions in Å, forces in eV/Å.

## Properties
HOMO level	-8.45	eV
E	-57768.379	eV

2.
Entry from the OMol25 dataset: a 4-piece molecular cluster, C24H45NO8 overall (wB97M-V/def2-TZVPD).

XYZ file:
```
78
Properties=species:S:1:pos:R:3:forces:R:3
C -2.210 2.202 3.508 -0.05 -0.66 -0.72
C -0.909 1.498 3.974 -0.79 0.98 0.18
C 0.351 1.821 3.141 -0.53 -1.34 1.08
O 1.372 0.937 3.675 0.18 -0.27 0.62
C 1.228 -0.282 3.065 -1.43 5.30 -2.56
O 1.560 -1.289 3.470 1.49 -4.60 1.90
O 0.638 -0.049 1.848 0.64 -0.17 0.37
C 0.446 1.363 1.669 -0.68 1.13 -0.25
C -0.802 1.449 0.778 0.08 0.23 -0.38
C -0.547 1.170 -0.736 -0.60 0.11 0.06
C -1.403 0.020 -1.317 0.93 0.64 -0.74
O -0.774 -1.225 -1.081 -0.78 0.10 0.47
C -1.392 -2.015 -0.059 0.49 -0.03 0.18
C 1.659 2.153 1.076 0.78 -0.65 -0.65
C 2.961 1.320 0.905 0.50 0.78 -0.43
C 2.901 0.281 -0.200 0.63 1.15 -0.68
N 3.066 0.690 -1.581 -0.39 0.56 0.17
O 2.726 -0.863 0.019 -0.55 -2.35 0.94
H -2.651 1.620 2.684 0.08 0.25 0.26
H -2.038 3.203 3.084 -0.04 -0.14 0.47
H -2.978 2.211 4.292 0.38 0.27 -0.06
H -1.119 0.424 4.082 0.35 0.18 -0.28
H -0.701 1.868 4.992 0.16 -0.27 -0.30
H 0.689 2.822 3.423 -0.16 -0.03 -0.74
H -1.245 2.453 0.846 0.16 -0.29 0.16
H -1.533 0.712 1.133 0.22 0.27 0.10
H -0.796 2.087 -1.297 0.15 -0.26 0.15
H 0.501 0.942 -0.969 -0.30 -0.02 0.12
H -1.413 0.169 -2.414 -0.07 -0.16 0.32
H -2.454 0.070 -0.988 0.30 -0.19 0.15
H -2.106 -1.426 0.540 0.02 -0.21 -0.34
H -0.619 -2.348 0.652 -0.14 0.05 -0.36
H -1.867 -2.892 -0.509 -0.03 0.28 0.20
H 1.927 3.016 1.699 -0.30 -0.31 0.02
H 1.432 2.581 0.089 -0.19 -0.21 0.34
H 3.306 0.858 1.837 -0.33 -0.09 -0.24
H 3.748 2.042 0.618 -0.27 -0.19 0.07
H 4.014 0.487 -1.892 -0.02 0.32 0.17
H 2.482 0.049 -2.118 0.21 0.03 -0.04
C 2.276 -3.260 -5.022 0.02 -0.04 -0.26
C 3.561 -3.290 -4.208 0.00 -0.09 0.27
C 4.072 -1.869 -4.379 0.06 0.13 -0.18
O 2.920 -1.031 -4.533 0.01 -0.21 0.05
C 1.765 -1.856 -4.745 -0.16 0.11 0.24
H 1.562 -4.034 -4.744 0.00 0.04 0.03
H 2.507 -3.373 -6.085 -0.03 -0.01 0.02
H 3.330 -3.480 -3.157 0.03 0.01 -0.02
H 4.276 -4.041 -4.541 0.00 0.04 -0.02
H 4.684 -1.772 -5.283 0.07 -0.04 0.04
H 4.659 -1.528 -3.524 -0.04 0.06 -0.01
H 1.157 -1.828 -3.835 -0.07 -0.06 -0.04
H 1.175 -1.452 -5.569 0.07 0.09 0.01
C -2.480 -6.002 2.600 -0.12 0.12 0.16
C -3.266 -6.764 1.544 0.08 -0.20 -0.09
C -3.496 -5.692 0.492 -0.09 0.19 -0.02
O -2.376 -4.801 0.559 -0.17 -0.38 0.25
C -1.622 -5.083 1.747 0.20 -0.02 -0.13
H -1.893 -6.642 3.258 0.01 0.02 -0.03
H -3.163 -5.412 3.217 0.04 -0.01 0.01
H -2.651 -7.569 1.132 -0.04 0.01 0.00
H -4.193 -7.201 1.915 0.00 0.03 -0.02
H -4.401 -5.113 0.704 -0.06 -0.08 -0.02
H -3.574 -6.102 -0.516 0.05 0.08 -0.02
H -0.690 -5.574 1.447 0.03 0.02 0.09
H -1.374 -4.149 2.252 0.00 0.03 -0.09
C -0.959 6.967 0.335 0.18 0.15 0.07
C -1.037 6.545 -1.124 -0.22 -0.04 -0.09
C -0.210 5.270 -1.125 0.24 -0.04 -0.02
O -0.362 4.680 0.173 -0.08 0.22 -0.03
C -0.986 5.626 1.049 -0.15 -0.17 0.03
H -1.766 7.630 0.646 0.00 -0.04 0.00
H -0.009 7.473 0.525 -0.03 0.00 0.02
H -2.074 6.320 -1.390 0.03 0.01 -0.02
H -0.663 7.295 -1.820 0.02 -0.03 0.02
H 0.853 5.485 -1.278 -0.02 0.01 -0.08
H -0.533 4.560 -1.888 0.02 -0.07 0.07
H -2.015 5.293 1.230 -0.02 0.07 0.07
H -0.455 5.645 2.003 0.03 -0.08 -0.03
```
Positions in Å, forces in eV/Å.

## Properties
HOMO level	-8.98	eV
energy relative to the best compared isomer or geometry (same formula, charge and spin)	43.0	kcal per mole
SMILES string	CC[C@H]1OC(=O)O[C@]1(CCCOC)CCC(N)=O.C1CCOC1.C1CCOC1.C1CCOC1
E	-43485.992	eV